(1)
# C39H46ClMgN8O3S

A structure of composition C39H46ClMgN8O3S (ωB97M-V/def2-TZVPD, the OMol25 dataset).

The geometry in XYZ format:
```
99
C39H46ClMgN8O3S (ωB97M-V/def2-TZVPD)
C -2.9742 2.3881 -2.1311
H -2.0833 -1.9644 -2.4614
H -1.5109 2.4329 2.2533
H -1.4421 -3.9146 -2.0295
H 2.4689 6.2032 5.1878
C 2.2063 0.3671 0.7015
H -2.8117 -5.8141 0.7543
C 0.5655 3.8105 6.6358
C 3.7109 0.4951 0.5386
H -2.6583 -1.4231 2.4418
C 5.7064 0.3512 -2.2045
O 1.4629 1.3618 0.6732
C -1.9385 -4.6874 -1.3924
H -0.1519 -4.1812 1.4938
H 3.1067 -4.7825 -1.2976
H -5.4960 -3.0559 0.7875
C 0.4105 -1.1093 -2.0185
C 1.5277 4.3665 5.7780
N -2.6961 -4.0348 -0.3301
C -3.4077 -1.1380 1.7057
H -1.0528 2.7861 -0.1259
C 2.1493 -4.2501 -0.9488
C 2.7032 2.6304 -1.8245
C 3.7364 1.7852 -1.4894
H -3.2602 -1.5737 -3.6474
H -3.8533 -4.5484 1.3832
H -1.5280 -1.9080 -4.1720
H 2.2722 3.2511 -1.0218
N -1.6606 1.8079 -1.8909
H 1.1120 0.1930 -3.6254
Mg -0.1519 -0.2044 0.6286
N -1.2681 -2.1345 0.2336
C -2.1699 -1.4294 -3.4078
C -1.2897 0.5688 -2.2379
H -2.6089 -5.1930 -2.0603
H 2.6749 -1.4894 -4.5457
H -3.6425 1.7818 -2.7613
C 1.6889 -3.1559 -1.7468
H 0.2893 2.1079 -1.0571
H 2.0168 -5.3303 0.9157
N 0.8953 6.6065 6.4391
N -3.5074 -2.2053 0.7178
H 2.2388 3.6897 5.2650
C 2.3888 -2.8573 -2.9640
H -3.1510 -0.1540 1.2677
H 1.0742 -0.3803 5.3398
C -4.8806 -2.3374 0.1895
H 3.1313 -3.5164 -3.3191
O 1.7688 -0.7844 0.9144
H -0.5740 3.5774 -1.6592
H -1.2176 -5.3689 -1.0478
C 1.1703 -0.7676 -3.1260
C -0.9905 1.8208 2.9577
C 2.2401 2.8869 -3.1003
H -3.5490 2.6448 -1.2578
H 4.1530 -0.3873 0.1099
C 0.4540 0.2870 4.6726
H 0.1856 -1.2370 3.1255
N -0.6560 0.5935 2.5816
H 6.2095 0.7101 -1.2852
H 1.4431 3.5414 -3.4148
H -3.3531 0.5751 -4.7237
C -0.7142 2.6074 -1.1767
C -0.0582 -2.8514 -0.1088
H -4.3264 -1.0300 2.2203
H 4.5745 1.0351 -4.7017
H -1.0503 4.3534 8.0194
S 0.3896 2.0730 6.7756
C 0.6619 -2.3431 -1.2840
C -0.1174 6.0268 7.1303
Cl 2.2339 2.1673 -5.7057
H -5.2953 -1.3117 0.2246
N -0.4366 -0.0951 -1.4569
C 1.5904 -4.5654 0.2392
H 6.4609 0.2918 -2.9747
C 0.0429 -0.1798 3.4341
H -1.6566 0.4324 -5.3525
C -0.7154 2.3152 4.1988
H -4.3161 -5.3361 -0.1265
H 4.1111 0.6411 1.5292
H -2.0271 1.8221 -4.4128
C 4.0358 1.3859 -3.8307
N -1.9087 -0.0038 -3.2718
C -2.2668 0.7782 -4.5130
H -0.7798 6.7014 7.6277
C -0.0224 1.5241 5.1039
C -2.4097 -2.8040 0.2217
C 4.4650 1.1757 -2.5290
H -1.1637 3.2430 4.4627
O 4.0920 1.7090 -0.1628
C 2.9058 2.1817 -4.0880
C 0.4218 -3.9052 0.6150
C -3.4614 -4.9978 0.4700
H 5.3620 -0.6663 -1.9559
C 2.0628 -1.7097 -3.6485
H -2.8751 3.3458 -2.6166
H -4.8386 -2.7404 -0.8398
C 1.6767 5.7665 5.7920
C -0.2734 4.6598 7.3249
```

Results
charge	+1
F_max	0.0508	Eh/bohr
LUMO level	-2.31	eV
highest occupied orbital energy	-9.907	eV
orbital gap	0.27901	Eh

***

(2)
# C10H21Cl4N3O3

A cluster of 4 separate species, C10H21Cl4N3O3 in total (ωB97M-V/def2-TZVPD, the OMol25 dataset).

The geometry in XYZ format:
```
41
C10H21Cl4N3O3 (ωB97M-V/def2-TZVPD)
N -19.4446 -1.9587 7.2956
O -22.5575 -0.2216 4.5034
H -18.8363 -2.1669 9.2794
H -20.9123 -0.8858 8.3038
C -18.9751 -2.3003 6.0762
Cl -23.7353 -8.7243 2.8983
Cl -24.6745 -9.0731 5.5935
H -20.7415 -0.4220 6.6115
C -20.1935 -0.7286 7.4994
H -19.5463 0.0941 7.8263
C -21.4508 -6.2359 5.2885
C -24.4529 -9.8623 4.0414
C -19.1869 -2.7896 8.4580
H -19.2040 -5.7207 6.3493
H -20.1026 -3.3055 8.7615
O -18.5333 -3.3939 5.7858
N -21.8274 -2.2004 3.6045
H -19.0566 -1.4833 5.3432
H -20.7955 -3.3823 2.1986
H -20.6005 -3.8432 3.8497
H -21.2102 -5.2565 5.7446
H -19.7442 -2.4075 3.3418
O -22.5285 -6.4392 4.7642
H -20.1468 -9.1184 5.7659
C -23.0202 -2.9690 3.8762
C -20.5483 -8.5000 4.9630
N -20.4302 -7.1074 5.3831
C -21.7481 -0.8758 3.8814
Cl -26.0332 -10.3980 3.4211
C -20.6628 -2.9644 3.2006
H -22.8442 -3.6644 4.6989
H -18.3521 -7.0107 5.5574
H -23.2661 -3.5712 2.9968
H -23.8536 -2.3039 4.0779
H -18.4454 -3.5368 8.1925
H -19.9149 -8.6540 4.0798
H -21.5376 -8.8298 4.6591
H -20.8165 -0.4411 3.4658
C -19.2424 -6.7899 6.1505
Cl -23.4137 -11.2704 4.2345
H -19.2309 -7.3674 7.0776
```

Results
SMILES string	ClC(Cl)(Cl)Cl.CN(C)C=O.CN(C)C=O.CN(C)C=O
charge	0
F_max	0.0173	Eh/bohr
LUMO level	0.42	eV
highest occupied orbital energy	-9.223	eV
orbital gap	0.35431	Eh
energy relative to the best compared isomer or geometry (same formula, charge and spin)	0.00	kcal per mole

***

(3)
# C24H42Br18O18

A structure of composition C24H42Br18O18 (ωB97M-V/def2-TZVPD, the OMol25 dataset).

The geometry in XYZ format:
```
102
C24H42Br18O18 (ωB97M-V/def2-TZVPD)
O 20.4277 14.3765 11.5176
H 17.9120 22.6394 12.5737
Br 19.5010 19.3765 17.6284
H 13.7840 13.9366 11.0046
Br 16.5948 14.8188 17.6054
C 13.1189 18.1405 19.4852
H 14.3288 18.3411 17.3098
H 16.2894 18.2405 10.6379
C 13.3938 17.7865 17.2301
H 12.9413 12.8799 14.3654
Br 7.3845 13.9259 14.8164
C 12.1357 14.6580 8.5867
Br 20.4082 17.7472 9.6471
O 14.4543 10.0016 16.2089
H 9.3178 12.4370 14.2753
O 14.6535 11.8316 14.8426
C 14.9092 8.7066 10.8859
C 10.5136 14.3968 10.2817
H 13.9323 8.2807 10.6572
O 11.2998 14.5442 11.2066
H 17.3723 18.6195 14.9519
C 8.5908 13.9948 11.6338
H 12.6553 13.7306 8.8277
H 12.2328 14.9194 7.5329
Br 18.9255 18.4514 12.3292
Br 19.4366 16.1083 18.1240
O 16.3205 16.8558 15.2126
C 17.5534 17.5887 15.2565
C 15.5255 16.9522 14.1449
O 18.1952 14.5034 11.2758
Br 21.9973 17.7637 16.3774
H 15.5135 14.0263 11.3843
H 13.7171 16.8146 16.8573
Br 16.8381 17.4046 19.6531
H 13.5515 18.7642 21.8910
H 13.0558 17.3070 13.1884
C 15.1188 10.8397 15.5803
C 14.7471 13.4433 10.8735
C 14.2432 11.0296 10.8979
C 13.4249 16.2925 13.3388
H 17.9938 17.5454 16.2527
O 19.3312 14.3131 9.5007
Br 16.2789 16.1879 9.1381
H 7.5096 13.8826 11.5528
H 12.8347 18.2053 16.3934
C 20.4734 14.1323 8.6470
H 15.6103 8.0316 11.3768
H 12.6864 11.1226 14.2645
O 9.2096 14.2352 10.3717
O 12.3475 17.8064 20.5729
H 18.3562 11.6617 15.2600
C 17.9764 14.5560 12.6543
H 21.8625 20.1561 16.9692
Br 9.4740 12.6609 16.8691
H 12.8816 11.9447 15.8415
H 20.8838 13.1226 8.6317
H 20.0106 14.3717 7.6897
C 16.0068 18.0747 9.5983
H 18.2560 13.6260 13.1494
O 16.4880 10.7975 15.4582
H 12.2728 17.6956 22.5988
O 10.7364 14.4521 8.9921
O 13.4047 10.8888 9.9952
C 9.2209 13.2372 15.0090
H 13.6888 15.7427 12.4354
Br 20.7891 20.2952 14.6999
H 8.8538 14.8398 12.2700
Br 22.1534 17.9279 12.3899
H 17.8790 15.0631 19.7887
O 15.8238 17.5780 13.1276
O 14.4307 16.2466 14.3387
H 18.5510 15.4234 12.9789
O 14.8499 12.0868 11.3507
C 13.2058 11.9165 14.8012
H 15.3985 8.9227 9.9362
C 17.1945 22.6737 13.3935
Br 14.1511 18.7239 9.3055
C 21.1506 19.4765 16.5006
C 12.5182 18.4234 21.8254
H 18.2077 17.1309 14.5146
C 17.2941 11.9061 15.2429
O 14.0801 18.8871 19.6335
Br 10.5195 14.5823 14.4823
H 12.6552 15.6154 13.7091
H 16.9869 12.3858 14.3135
Br 17.2642 19.3401 8.7098
H 16.8891 14.6321 12.6493
O 12.7123 17.5230 18.3725
C 19.3999 14.4445 10.8460
Br 15.8361 24.0948 13.3729
H 21.1603 14.9631 8.8081
H 12.0289 19.3965 21.8677
O 14.7765 9.9826 11.5319
H 20.9523 19.5797 11.0211
C 17.6850 15.7519 18.9666
H 16.9344 12.6260 15.9780
Br 16.3540 20.8996 13.3018
C 20.6661 18.5942 11.3886
H 8.9496 13.0690 12.0837
Br 18.3238 22.7844 15.0289
H 15.0006 13.4604 9.8135
H 12.6201 15.4538 9.1525
```

Results
charge	0
F_max	0.0817	Eh/bohr
LUMO level	-0.67	eV
highest occupied orbital energy	-9.943	eV
orbital gap	0.34091	Eh

***

- What is the charge in the first record?
  +1